# 1
{"formula": "C38H43N3P2PdSi2", "method": "the ωB97M-V functional and the def2-TZVPD basis", "relative_energy_kcal_mol": 0.00, "e_tot_ev": -82389.479, "max_force_ev_per_a": 1.647, "species": ["Pd", "C", "Si", "C", "C", "N", "P", "C", "P", "N", "Si", "C", "C", "C", "C", "C", "C", "C", "C", "C", "C", "C", "C", "C", "C", "C", "C", "C", "C", "C", "C", "C", "C", "C", "C", "C", "C", "C", "H", "H", "H", "H", "H", "H", "H", "H", "H", "H", "H", "H", "H", "H", "H", "H", "H", "H", "H", "H", "H", "H", "H", "H", "H", "H", "H", "H", "H", "H", "H", "H", "H", "H", "H", "H", "H", "H", "N", "C", "C", "C", "C", "C", "C", "C", "H", "H", "H", "H", "H"], "coordinates": [[-1.165, -0.538, 0.559], [-3.124, -2.850, 0.598], [-1.491, -3.610, 0.091], [-1.795, -4.401, -1.567], [-1.195, -4.989, 1.309], [-0.108, -2.581, 0.179], [0.705, -1.601, -0.803], [0.798, -0.066, -0.025], [0.257, 1.466, -0.614], [-1.169, 1.617, 0.074], [-1.860, 2.953, 0.916], [-1.218, 3.175, 2.651], [-3.697, 2.674, 0.994], [-1.518, 4.542, 0.001], [0.118, 1.780, -2.404], [1.219, 1.638, -3.250], [1.108, 1.889, -4.609], [-0.111, 2.298, -5.140], [-1.213, 2.442, -4.309], [-1.101, 2.176, -2.948], [1.548, 2.665, -0.104], [2.191, 2.461, 1.123], [3.160, 3.346, 1.570], [3.509, 4.448, 0.797], [2.876, 4.667, -0.418], [1.900, 3.782, -0.862], [0.081, -1.638, -2.529], [0.865, -2.151, -3.566], [0.376, -2.227, -4.865], [-0.908, -1.792, -5.153], [-1.700, -1.277, -4.135], [-1.210, -1.203, -2.841], [2.405, -2.229, -0.968], [3.422, -1.408, -1.448], [4.725, -1.879, -1.538], [5.020, -3.178, -1.135], [4.015, -3.994, -0.638], [2.710, -3.518, -0.550], [-3.919, -3.563, 0.347], [-3.381, -1.918, 0.087], [-3.164, -2.665, 1.674], [-2.390, -5.310, -1.422], [-0.853, -4.687, -2.050], [-2.334, -3.748, -2.256], [-2.135, -5.441, 1.644], [-0.659, -4.611, 2.184], [-0.587, -5.783, 0.858], [-1.602, 2.396, 3.309], [-1.533, 4.144, 3.055], [-0.124, 3.142, 2.672], [-3.907, 1.621, 1.201], [-4.180, 2.941, 0.048], [-4.158, 3.276, 1.787], [-0.520, 4.929, 0.232], [-2.250, 5.304, 0.293], [-1.586, 4.406, -1.083], [2.179, 1.336, -2.842], [1.971, 1.769, -5.254], [-0.200, 2.498, -6.201], [-2.165, 2.755, -4.721], [-1.960, 2.265, -2.293], [1.938, 1.585, 1.705], [3.653, 3.173, 2.518], [4.274, 5.134, 1.141], [3.137, 5.528, -1.021], [1.399, 3.978, -1.800], [1.865, -2.507, -3.363], [1.003, -2.630, -5.652], [-1.291, -1.853, -6.164], [-2.703, -0.929, -4.350], [-1.840, -0.785, -2.065], [3.195, -0.388, -1.744], [5.510, -1.236, -1.916], [6.037, -3.547, -1.198], [4.248, -5.000, -0.309], [1.920, -4.140, -0.146], [-2.017, -0.138, 2.608], [-1.721, -0.200, 3.714], [-1.235, -0.279, 5.076], [0.076, 0.092, 5.346], [0.546, 0.019, 6.648], [-0.292, -0.421, 7.664], [-1.602, -0.792, 7.387], [-2.080, -0.722, 6.089], [0.715, 0.428, 4.540], [1.567, 0.304, 6.867], [0.079, -0.476, 8.680], [-2.251, -1.136, 8.182], [-3.098, -1.005, 5.854]], "lowdin_charge": [0.6146, -0.2173, 0.2647, -0.1807, -0.1920, -0.2754, 0.6132, -0.4017, 0.6622, -0.3149, 0.2883, -0.1691, -0.1845, -0.1693, -0.3026, -0.0925, -0.0728, -0.0818, -0.0778, -0.0944, -0.2755, -0.0971, -0.0810, -0.0849, -0.0801, -0.0914, -0.2749, -0.0749, -0.0785, -0.0833, -0.0826, -0.1210, -0.3071, -0.0901, -0.0812, -0.0912, -0.0808, -0.0728, 0.0368, 0.0058, 0.0122, 0.0334, 0.0319, 0.0201, 0.0278, 0.0249, 0.0261, -0.0019, 0.0365, 0.0182, 0.0115, 0.0270, 0.0311, 0.0236, 0.0345, 0.0199, 0.1004, 0.1050, 0.1024, 0.1038, 0.0941, 0.0882, 0.1017, 0.1021, 0.1033, 0.1041, 0.0953, 0.1022, 0.1017, 0.1077, 0.0860, 0.0925, 0.1012, 0.0998, 0.1012, 0.0958, 0.1424, -0.1153, -0.2134, -0.0203, -0.0651, -0.0712, -0.0699, -0.0279, 0.1211, 0.1087, 0.1070, 0.1077, 0.1205]}

---

# 2
{"formula": "C38H44CaClN11O5", "method": "the ωB97M-V functional and the def2-TZVPD basis", "relative_energy_kcal_mol": 123.83, "e_tot_ev": -97711.958, "max_force_ev_per_a": 2.064, "species": ["Ca", "C", "C", "C", "C", "N", "C", "N", "C", "N", "C", "N", "C", "C", "C", "C", "C", "N", "C", "C", "C", "C", "C", "C", "H", "H", "H", "H", "H", "H", "H", "H", "H", "H", "H", "H", "N", "C", "C", "C", "C", "N", "H", "H", "H", "H", "H", "H", "H", "H", "H", "H", "H", "H", "Cl", "C", "C", "C", "C", "O", "C", "C", "O", "C", "H", "H", "H", "H", "O", "C", "O", "C", "N", "C", "C", "C", "H", "H", "H", "H", "H", "H", "H", "H", "H", "C", "N", "C", "C", "O", "N", "C", "N", "H", "H", "H", "H", "H", "H", "H"], "coordinates": [[0.176, 0.151, -0.732], [-3.279, -4.278, 1.110], [-3.949, -3.119, 1.483], [-3.310, -1.896, 1.439], [-1.961, -1.811, 0.994], [-1.319, -2.958, 0.645], [-1.963, -4.122, 0.712], [-1.229, -0.664, 0.845], [-1.526, 0.553, 1.508], [-0.683, 1.579, 0.958], [0.317, 1.788, 1.772], [1.414, 2.370, 1.223], [3.729, 2.068, 1.942], [5.038, 2.476, 1.734], [6.042, 1.525, 1.824], [5.705, 0.212, 2.109], [4.369, -0.097, 2.314], [3.398, 0.815, 2.241], [0.090, 1.115, 3.110], [0.836, 0.920, 4.266], [0.305, 0.150, 5.294], [-0.943, -0.450, 5.165], [-1.663, -0.322, 3.984], [-1.126, 0.455, 2.974], [-3.749, -5.252, 1.139], [-4.980, -3.171, 1.816], [-3.834, -1.010, 1.758], [-1.373, -4.997, 0.437], [5.248, 3.507, 1.484], [7.076, 1.806, 1.657], [6.460, -0.562, 2.167], [4.042, -1.112, 2.523], [1.834, 1.304, 4.370], [0.878, 0.008, 6.202], [-1.339, -1.048, 5.978], [-2.607, -0.835, 3.850], [1.977, -0.185, -2.316], [3.075, -0.980, -1.703], [2.794, -2.492, -1.762], [3.307, -3.290, -0.550], [2.246, -3.447, 0.530], [1.868, -2.158, 1.111], [1.869, -0.445, -3.289], [2.247, 0.811, -2.338], [3.174, -0.654, -0.663], [4.035, -0.777, -2.178], [3.229, -2.892, -2.680], [1.712, -2.640, -1.841], [4.193, -2.804, -0.123], [3.613, -4.290, -0.868], [2.637, -4.066, 1.336], [1.384, -3.971, 0.098], [1.155, -2.295, 1.816], [1.386, -1.613, 0.413], [-5.894, 4.557, -2.836], [-4.546, 3.591, -2.302], [-3.347, 3.592, -3.089], [-2.303, 2.806, -2.755], [-2.377, 1.899, -1.630], [-1.528, 1.009, -1.483], [-3.500, 2.073, -0.721], [-3.658, 1.608, 0.575], [-2.956, 1.024, 1.491], [-4.612, 2.885, -1.164], [-3.296, 4.242, -3.955], [-1.390, 2.780, -3.337], [-4.635, 1.830, 0.996], [-5.500, 2.944, -0.544], [-1.397, -0.623, -3.937], [-1.197, -1.703, -3.204], [-0.540, -1.718, -2.180], [-1.862, -2.971, -3.746], [-2.721, -2.645, -4.901], [-4.142, -2.882, -4.537], [-4.131, -2.879, -3.012], [-2.796, -3.556, -2.685], [-1.055, -3.652, -4.006], [-2.447, -3.128, -5.740], [-1.989, -0.957, -4.656], [-4.489, -3.848, -4.907], [-4.780, -2.108, -4.961], [-4.987, -3.408, -2.596], [-4.141, -1.855, -2.623], [-2.879, -4.637, -2.814], [-2.433, -3.351, -1.680], [2.957, 5.536, 1.627], [2.901, 4.218, 1.004], [2.204, 4.296, -0.276], [2.047, 2.949, -0.929], [2.294, 2.795, -2.142], [1.602, 1.965, -0.144], [2.548, 3.059, 1.862], [2.236, 3.489, 3.198], [3.438, 6.212, 0.917], [3.542, 5.520, 2.539], [1.966, 5.949, 1.863], [2.757, 4.941, -0.951], [1.192, 4.717, -0.154], [1.252, 3.682, 3.338], [2.567, 2.848, 3.895]], "lowdin_charge": [1.3977, -0.1088, -0.0937, -0.0308, -0.3401, 0.1000, -0.1906, -0.0216, -0.4538, 0.0684, -0.2081, -0.0027, -0.2000, -0.0029, -0.0638, -0.0680, -0.1331, 0.1391, -0.0559, -0.0300, -0.0723, -0.0668, -0.0043, -0.0734, 0.0898, 0.1009, 0.0899, 0.1018, 0.1117, 0.1059, 0.0997, 0.0939, 0.0762, 0.1026, 0.1042, 0.1082, -0.0822, -0.2527, -0.1929, -0.2027, -0.2851, 0.0341, 0.0877, 0.0398, 0.0882, 0.1118, 0.1042, 0.0874, 0.1072, 0.1043, 0.1068, 0.0975, 0.0669, 0.0006, 0.6487, -0.6705, -0.0742, 0.0205, -0.3233, -0.1776, -0.0849, -0.0296, 0.0625, -0.0768, 0.1094, 0.1277, 0.1400, 0.1143, 0.1305, -0.4687, -0.0036, -0.2214, -0.0291, -0.1793, -0.1532, -0.1157, 0.1598, 0.1188, 0.1073, 0.1131, 0.1099, 0.1138, 0.1189, 0.1244, 0.0879, -0.0987, -0.1282, -0.1010, -0.5164, -0.0386, 0.0058, -0.4051, 0.1380, 0.0832, 0.0714, 0.0814, 0.1220, 0.1312, 0.1021, 0.0634]}